Computed, not measured: a cluster of 13 separate species, C34H101N15O13 in total in a non-equilibrium geometry, with ωB97M-V/def2-TZVPD.

HOMO-LUMO gap: 8.868 eV
LUMO energy: 0.25 eV
HOMO: -8.62 eV
multiplicity: 1

The geometry in XYZ format:
```
163
C34H101N15O13 (ωB97M-V/def2-TZVPD)
C 7.334 3.035 29.445
O 6.113 2.970 29.677
N 7.881 3.790 28.462
N 8.211 2.401 30.270
H 8.899 3.723 28.316
H 7.395 4.137 27.662
H 9.217 2.417 30.099
H 7.882 1.768 31.030
C 12.678 3.890 23.019
O 11.554 3.856 23.493
N 13.443 5.024 23.120
N 13.216 2.777 22.385
H 14.438 5.024 22.836
H 12.893 5.828 23.288
H 14.197 2.792 22.186
H 12.720 1.918 22.559
C 11.195 4.918 29.136
O 10.644 3.842 29.505
N 12.501 5.160 29.342
N 10.575 5.922 28.452
H 12.963 4.427 29.831
H 12.868 6.100 29.127
H 11.105 6.518 27.810
H 9.652 5.708 28.107
C 6.917 7.616 22.659
O 8.083 7.906 22.589
N 5.906 8.500 22.856
N 6.566 6.266 22.645
H 5.129 8.012 23.371
H 6.077 9.401 23.213
H 7.307 5.690 22.243
H 5.648 6.143 22.284
C 8.413 11.726 28.687
O 7.891 11.570 27.356
H 8.958 12.705 28.572
H 7.727 11.796 29.486
H 9.232 11.060 28.953
H 7.765 10.600 27.204
C 12.232 0.986 25.359
O 11.391 1.426 24.273
H 12.104 -0.116 25.471
H 13.290 1.262 25.119
H 11.863 1.485 26.287
H 11.263 2.381 24.261
C 5.554 3.844 24.450
C 5.165 3.059 25.669
C 6.055 1.838 25.808
O 5.823 1.102 24.664
C 6.428 -0.235 24.699
N 5.337 3.895 26.835
H 5.315 3.318 23.543
H 6.592 4.110 24.645
H 4.969 4.773 24.471
H 4.144 2.613 25.654
H 5.638 1.272 26.620
H 7.087 2.068 25.854
H 5.700 -0.953 24.940
H 7.269 -0.284 25.504
H 6.878 -0.447 23.707
H 4.533 4.508 26.962
H 5.390 3.348 27.707
C 1.170 1.457 28.386
C 2.510 2.212 28.413
C 2.351 3.571 29.055
O 1.362 4.444 28.505
C 1.164 5.700 29.096
N 3.427 1.445 29.212
H 0.448 1.955 27.757
H 0.712 1.314 29.381
H 1.393 0.450 28.004
H 2.883 2.404 27.392
H 3.299 4.077 29.006
H 2.159 3.402 30.116
H 0.889 5.748 30.155
H 0.378 6.295 28.582
H 2.165 6.224 29.119
H 3.053 1.326 30.145
H 4.378 1.871 29.286
C 6.530 7.756 27.354
C 7.759 7.963 26.474
C 8.050 6.843 25.540
O 8.468 5.618 26.230
C 9.338 4.771 25.352
N 7.572 9.254 25.702
H 6.306 8.762 27.821
H 6.647 6.975 28.171
H 5.680 7.363 26.825
H 8.563 8.235 27.243
H 8.797 7.159 24.842
H 7.109 6.671 25.067
H 9.679 3.996 26.010
H 10.139 5.338 24.844
H 8.667 4.314 24.626
H 8.303 9.273 24.966
H 6.654 9.182 25.262
C 12.484 8.204 20.460
C 11.109 8.203 21.177
C 11.144 8.595 22.645
O 11.609 7.533 23.550
C 11.795 8.074 24.825
N 10.187 9.136 20.540
H 13.133 7.567 21.055
H 12.838 9.220 20.306
H 12.316 7.819 19.464
H 10.842 7.184 21.093
H 10.193 8.851 23.052
H 11.891 9.422 22.852
H 12.303 7.318 25.421
H 10.829 8.423 25.162
H 12.430 9.022 24.896
H 9.268 9.041 20.882
H 10.288 9.158 19.504
C 8.740 4.958 18.141
C 9.620 5.263 19.334
C 9.514 4.008 20.283
O 8.360 4.099 21.103
C 7.979 2.819 21.523
N 10.997 5.404 18.837
H 7.692 4.697 18.187
H 9.128 3.975 17.736
H 8.743 5.729 17.342
H 9.358 6.176 19.823
H 10.449 3.929 20.866
H 9.467 3.175 19.608
H 7.877 2.181 20.683
H 6.944 2.956 21.859
H 8.627 2.540 22.342
H 11.270 4.683 18.141
H 11.680 5.370 19.574
C 3.341 12.323 25.182
C 4.390 11.438 24.546
C 5.724 12.141 24.492
O 6.608 11.377 23.762
C 8.001 11.753 23.811
N 4.665 10.185 25.288
H 2.383 11.914 25.159
H 3.249 13.301 24.716
H 3.710 12.462 26.288
H 4.199 11.076 23.512
H 6.205 12.253 25.528
H 5.635 13.109 24.003
H 8.287 11.636 24.883
H 8.174 12.818 23.401
H 8.573 10.990 23.221
H 3.784 9.754 25.607
H 5.067 10.487 26.210
C 0.401 9.758 23.368
C 1.736 8.927 23.653
C 1.530 7.904 24.833
O 2.737 7.310 25.122
C 2.874 6.555 26.295
N 2.260 8.365 22.457
H -0.358 9.098 22.904
H 0.627 10.536 22.648
H 0.025 10.121 24.366
H 2.392 9.695 23.934
H 0.813 7.127 24.533
H 1.182 8.401 25.713
H 3.911 6.156 26.287
H 2.159 5.718 26.355
H 2.651 7.211 27.185
H 1.692 7.660 22.066
H 3.257 8.159 22.402
```

Results of the Mulliken charge analysis, in e, for atoms 1 through 2: atom 1 (C): 0.433, atom 2 (O): -0.801


Computed, not measured: a structure of composition C12H9ClN3O4PtS, with ωB97M-V/def2-TZVPD.

HOMO-LUMO gap: 6.922 eV
LUMO energy: -4.80 eV
charge: +1
HOMO: -11.72 eV
multiplicity: 1

The geometry in XYZ format:
```
31
C12H9ClN3O4PtS (ωB97M-V/def2-TZVPD)
Pt 2.195 -1.194 -0.264
O 4.256 -0.175 1.925
Cl 4.088 -1.573 1.709
O 5.061 -2.365 2.337
O 4.113 -1.779 0.170
O 2.736 -2.013 2.042
N -1.493 0.532 -0.718
C -2.523 -0.437 -0.534
C -3.814 -0.010 -0.288
C -4.820 -0.943 -0.077
C -4.528 -2.296 -0.098
C -3.227 -2.723 -0.335
C -2.229 -1.792 -0.567
S -0.614 -2.369 -1.013
N 0.295 -0.958 -0.661
C -0.192 0.240 -0.613
C 0.847 1.272 -0.435
C 0.626 2.609 -0.206
C 1.721 3.449 -0.029
C 2.996 2.922 -0.090
C 3.155 1.562 -0.308
N 2.103 0.764 -0.480
H -1.773 1.498 -0.737
H -4.037 1.050 -0.260
H -5.830 -0.606 0.109
H -5.307 -3.026 0.067
H -2.996 -3.780 -0.360
H -0.377 3.008 -0.146
H 1.571 4.502 0.165
H 3.871 3.541 0.043
H 4.127 1.093 -0.349
```

Results of the Mulliken charge analysis, in e, for atoms 1 through 2: atom 1 (Pt): 0.590, atom 2 (O): -0.511


Computed, not measured: a structure of composition ArH22O11 in a non-equilibrium geometry, with ωB97M-V/def2-TZVPD.

HOMO-LUMO gap: 10.154 eV
LUMO energy: -0.22 eV
HOMO: -10.37 eV
multiplicity: 1

The geometry in XYZ format:
```
34
ArH22O11 (ωB97M-V/def2-TZVPD)
Ar -0.204 -0.336 0.225
O -4.080 0.286 1.515
H -3.728 -0.595 1.390
H -4.004 0.444 2.456
O -1.366 0.947 -3.098
H -1.195 0.011 -3.201
H -1.688 1.035 -2.201
O 1.899 2.108 0.131
H 2.185 1.270 -0.233
H 1.224 2.415 -0.474
O 0.416 -1.222 4.496
H 0.985 -0.753 3.886
H 0.356 -0.647 5.259
O -3.040 1.847 -0.891
H -2.319 2.446 -0.699
H -3.345 1.555 -0.031
O 3.221 -0.245 -0.409
H 4.178 -0.240 -0.400
H 2.990 -0.948 -1.016
O -0.548 -1.683 -3.311
H 0.357 -1.744 -3.005
H -1.077 -1.799 -2.522
O 2.109 -2.270 -2.323
H 2.701 -2.486 -3.044
H 1.893 -3.116 -1.930
O 0.172 2.955 -2.239
H -0.235 3.806 -2.403
H -0.365 2.334 -2.731
O -1.697 -1.446 2.926
H -0.883 -1.466 3.429
H -2.158 -2.243 3.185
O 2.221 -0.046 2.759
H 1.907 0.176 1.882
H 3.117 -0.353 2.622
```

Results of the Mulliken charge analysis, in e, for atoms 1 through 2: atom 1 (Ar): -0.009, atom 2 (O): -0.636


| no. | total energy (a.u.) |
| --- | --- |
| 1 | -3155.42887 |
| 2 | -1905.07421 |
| 3 | -1368.36524 |